Molecular formula: C51H56AsCdN7O3S2Sb
Method: DFT, ωB97M-V/def2-TZVPD

As for the gap between HOMO and LUMO: 7.4 eV. The largest force on an atom comes out at 0.7 eV Å⁻¹. The value obtained for the total energy is -6026.2760 hartree. The molar mass is 1188.28 g/mol. The LUMO energy is 2.4 eV. Its net charge is -1. The spin multiplicity is 1. The relative energy (zero: lowest compared OMol25 entry of this formula, charge and spin) is 76.2 kJ/mol.

XYZ file:
```
122
C51H56AsCdN7O3S2Sb, DFT ωB97M-V/def2-TZVPD
Cd -0.05004 0.04278 0.73697
C -2.61887 -3.82769 0.07536
C -2.01209 -2.46744 -0.08743
N -0.95438 -2.10315 0.52253
N -0.28835 -2.97033 1.34465
C 0.17696 -2.30179 2.38924
O -0.06544 -1.08337 2.64692
C 1.06032 -3.05413 3.32983
C 1.86675 -2.32904 4.20107
C 2.74911 -2.98960 5.04276
C 2.82162 -4.37558 5.02938
C 2.00943 -5.10164 4.16655
C 1.13483 -4.44351 3.31484
C -2.64187 -1.44577 -0.97663
C -3.89631 -1.65184 -1.55080
C -4.48696 -0.61928 -2.26318
C -3.81882 0.58691 -2.37883
C -2.56700 0.69660 -1.78845
N -1.98992 -0.29564 -1.13214
H -2.18738 -4.30317 0.95218
H -2.40638 -4.44933 -0.79855
H -3.70085 -3.76998 0.19113
H 1.81298 -1.24892 4.17028
H 3.39482 -2.41991 5.69931
H 3.51564 -4.88898 5.68373
H 2.06261 -6.18416 4.15432
H 0.50834 -4.99114 2.62307
H -4.40668 -2.59665 -1.43684
H -5.46505 -0.75461 -2.70832
H -4.25450 1.42959 -2.89860
H -2.00461 1.62363 -1.81643
S -0.10152 2.42189 0.09288
C -0.69306 3.29076 1.52283
C 0.10495 4.33516 2.01147
C -0.27742 5.08235 3.10973
C -1.47245 4.80943 3.76570
C -2.27594 3.78713 3.29170
C -1.90534 3.03408 2.17924
As -3.07592 1.65596 1.46215
C -4.77971 2.60138 1.72167
C -5.08690 3.58194 0.77959
C -6.27621 4.29126 0.85171
C -7.18729 4.01801 1.86359
C -6.89561 3.03846 2.80103
C -5.69830 2.33584 2.73209
C -3.15855 0.40549 2.95453
C -2.28552 0.43126 4.03278
C -2.28119 -0.60588 4.95782
C -3.14766 -1.67576 4.81216
C -4.02152 -1.71490 3.73084
C -4.01679 -0.68636 2.80346
H 1.04712 4.53250 1.51672
H 0.36791 5.87771 3.46372
H -1.77359 5.38612 4.63131
H -3.21766 3.57059 3.78549
H -4.38015 3.80010 -0.01533
H -6.49344 5.05597 0.11593
H -8.11886 4.56722 1.92058
H -7.59943 2.82205 3.59584
H -5.47724 1.57940 3.47580
H -1.58218 1.24820 4.13954
H -1.57469 -0.58729 5.77796
H -3.13072 -2.48986 5.52605
H -4.69050 -2.55742 3.60226
H -4.67449 -0.73759 1.94014
N 6.65572 -4.17572 2.86116
C 5.84552 -3.18527 2.28304
C 6.32208 -1.88655 2.12437
C 5.50230 -0.89850 1.60239
C 4.19942 -1.19560 1.24439
C 3.71599 -2.48747 1.39884
C 4.53505 -3.47666 1.90899
S 3.12668 0.11619 0.70104
O 2.36055 0.51234 1.87412
O 3.94446 1.13083 0.09023
N 2.03541 -0.59067 -0.24623
C 2.43209 -1.39595 -1.25836
N 3.71537 -1.37918 -1.67432
C 4.07639 -2.29804 -2.55318
C 3.20168 -3.24070 -3.06328
C 1.88505 -3.11363 -2.63921
N 1.47958 -2.20521 -1.77334
H 7.64253 -4.03512 2.71032
H 6.38060 -5.11477 2.61856
H 7.34016 -1.65025 2.41393
H 5.87157 0.10864 1.45827
H 2.69608 -2.72435 1.12299
H 4.14615 -4.47925 2.04028
H 5.11794 -2.27447 -2.86347
H 3.51047 -4.00047 -3.76608
H 1.11678 -3.77508 -3.02805
C 2.62632 3.47759 -2.25201
C 2.55826 2.58374 -3.48804
C 3.85585 1.78626 -3.61343
Sb 0.80982 1.28077 -3.36573
C -0.32681 2.60240 -4.70956
C -1.56424 1.95584 -5.31726
C -0.69246 3.88609 -3.97163
C 1.38070 -0.13499 -4.92329
C 0.31725 -1.22493 -5.03860
C 1.69429 0.48480 -6.27807
H 3.47589 4.16624 -2.33015
H 2.76785 2.88307 -1.34848
H 1.72345 4.06967 -2.09920
H 2.41130 3.19339 -4.38666
H 3.98279 1.10424 -2.76594
H 4.71854 2.46227 -3.60517
H 3.90180 1.19914 -4.53324
H 0.36686 2.84772 -5.51944
H -2.24842 1.59146 -4.55059
H -1.31181 1.10885 -5.95735
H -2.11584 2.67868 -5.93118
H -1.33368 3.68448 -3.10790
H -1.23647 4.57227 -4.63165
H 0.18750 4.41085 -3.60139
H 2.29409 -0.58177 -4.52056
H -0.62663 -0.82353 -5.41589
H 0.10687 -1.67975 -4.07047
H 0.63343 -2.01247 -5.73274
H 0.79855 0.91206 -6.73694
H 2.08454 -0.26958 -6.97166
H 2.43672 1.28199 -6.20403
```

Molecular formula: C51H56IN5O2P2Sr
Method: DFT, ωB97M-V/def2-TZVPD

As for the gap between HOMO and LUMO: 6.5 eV. The largest force on an atom comes out at 0.9 eV Å⁻¹. The value obtained for the total energy is -3412.5028 hartree. The molar mass is 1047.51 g/mol. The LUMO energy is 0.1 eV. Its net charge is 0. The spin multiplicity is 1. The relative energy (zero: lowest compared OMol25 entry of this formula, charge and spin) is 0.0 kJ/mol.

XYZ file:
```
118
C51H56IN5O2P2Sr, DFT ωB97M-V/def2-TZVPD
Sr -0.78492 -0.23343 1.38442
C -2.81306 1.71838 -5.49519
C -4.15156 2.31152 -5.15790
C -5.23648 2.17725 -6.01752
C -6.46498 2.75442 -5.73096
C -6.62989 3.48196 -4.56170
C -5.56889 3.60460 -3.67818
C -4.33812 3.02492 -3.96758
N -3.25753 3.16655 -3.06534
C -2.66117 2.12637 -2.35220
N -3.41703 1.00900 -2.33228
C -3.20070 -0.34591 -1.89505
C -2.34240 -0.66353 -0.84096
C -2.42525 -2.01069 -0.46729
C -3.23743 -2.96869 -1.05972
C -4.04907 -2.58493 -2.11338
C -4.04921 -1.26408 -2.54023
C -4.99535 -0.85757 -3.64448
N -1.50336 2.27836 -1.79539
C -0.87491 3.52349 -1.96649
C 0.08331 3.69748 -2.96491
C 0.77745 4.89144 -3.09118
C 0.52040 5.93457 -2.21337
C -0.43677 5.76791 -1.22035
C -1.14349 4.57833 -1.07902
C -2.13745 4.38665 0.03310
H -2.74737 1.50386 -6.56125
H -2.63721 0.78945 -4.94625
H -2.01064 2.40414 -5.22098
H -5.10647 1.62216 -6.93941
H -7.28940 2.63951 -6.42257
H -7.58274 3.93871 -4.32889
H -5.68502 4.14250 -2.74506
H -2.96277 4.09675 -2.81879
H -4.31619 1.14459 -2.76272
H -1.83984 -2.38344 0.37997
H -3.25562 -3.98808 -0.68961
H -4.70987 -3.29744 -2.59512
H -5.55553 -1.72394 -3.99561
H -4.47694 -0.42565 -4.50294
H -5.73555 -0.11853 -3.31523
H 0.27729 2.86931 -3.63745
H 1.51784 5.00540 -3.87355
H 1.05722 6.87045 -2.29961
H -0.63826 6.57926 -0.52920
H -2.20106 5.28153 0.65254
H -1.86801 3.53540 0.66509
H -3.13832 4.16338 -0.34473
O -0.09138 -2.91050 2.18960
P 1.13515 -3.24085 1.40213
C 2.21085 -1.76536 1.37469
P 2.29725 -0.88765 2.97870
O 1.03605 -0.13276 3.23179
C 2.61991 -2.11015 4.25184
C 3.86971 -2.70716 4.40040
C 4.06978 -3.63873 5.40432
C 3.02805 -3.96075 6.26757
C 1.78546 -3.36117 6.12335
C 1.57560 -2.43468 5.11077
C 3.73190 0.20466 2.92578
C 4.74010 0.14406 1.96885
C 5.77880 1.06560 1.99407
C 5.80926 2.04685 2.97330
C 4.80097 2.11234 3.92726
C 3.76099 1.19810 3.90368
C 0.74869 -3.65279 -0.30217
C 0.14250 -4.89549 -0.50447
C -0.37835 -5.21945 -1.74354
C -0.30485 -4.30543 -2.78836
C 0.29983 -3.07575 -2.59545
C 0.82787 -2.74721 -1.35467
C 2.15154 -4.57642 2.04351
C 3.35718 -4.92133 1.43597
C 4.10655 -5.96937 1.94155
C 3.64555 -6.68358 3.04255
C 2.43807 -6.35089 3.63613
C 1.68684 -5.29462 3.13758
H 1.82886 -1.08517 0.60153
H 3.23844 -2.02594 1.10057
H 4.69073 -2.43941 3.74383
H 5.03783 -4.10884 5.51834
H 3.19004 -4.68241 7.05825
H 0.97681 -3.61134 6.79745
H 0.61025 -1.96347 4.97708
H 4.72340 -0.60988 1.19194
H 6.55811 1.01847 1.24487
H 6.61585 2.76819 2.99012
H 4.81911 2.88352 4.68626
H 2.95592 1.26944 4.62451
H 0.06386 -5.60324 0.31320
H -0.85950 -6.17726 -1.89122
H -0.73892 -4.54861 -3.74912
H 0.33376 -2.35277 -3.39938
H 1.25527 -1.76450 -1.21233
H 3.70217 -4.38526 0.55824
H 5.04365 -6.23826 1.47175
H 4.23052 -7.50652 3.43278
H 2.07960 -6.90972 4.49075
H 0.74492 -5.01480 3.59323
N 1.72180 4.04060 2.52525
C 2.46105 3.81412 1.28518
C 1.56536 3.11901 0.25777
C 1.68300 1.60676 0.37232
N 0.85983 0.77693 -0.51075
H 0.93535 4.65963 2.36741
H 2.30844 4.46673 3.23143
H 3.30525 3.16179 1.53676
H 2.88914 4.72413 0.84674
H 1.78605 3.46691 -0.75248
H 0.52739 3.38397 0.46676
H 1.47434 1.38263 1.41870
H 2.72784 1.30515 0.23655
H 1.32127 0.65217 -1.40530
H -0.02801 1.23029 -0.79411
I -3.71817 -0.28761 2.78713
C -2.59280 1.48963 2.08432
H -3.23346 1.83563 1.26695
H -2.73190 2.17607 2.92452
```